{
  "formula": "C30H48F3N6O17",
  "method": "ωB97M-V with the def2-TZVPD basis set",
  "elements": ["C", "N", "C", "N", "C", "O", "C", "F", "F", "F", "C", "N", "C", "C", "C", "C", "C", "O", "C", "N", "N", "C", "C", "C", "N", "C", "H", "H", "H", "H", "H", "H", "H", "H", "H", "H", "H", "H", "H", "H", "H", "H", "H", "H", "H", "H", "H", "H", "H", "H", "H", "H", "H", "H", "C", "C", "O", "C", "O", "O", "H", "H", "H", "H", "C", "C", "O", "C", "O", "O", "H", "H", "H", "H", "C", "C", "O", "C", "O", "O", "H", "H", "H", "H", "C", "C", "O", "C", "O", "O", "H", "H", "H", "H", "C", "C", "O", "C", "O", "O", "H", "H", "H", "H"],
  "positions_angstrom": [[5.62622, -1.66047, -2.63821], [5.72194, -1.37061, -1.20423], [6.15950, -0.03617, -0.86884], [5.38492, 0.52614, 0.25094], [5.93660, 0.55354, 1.55034], [5.52913, -0.64404, 2.25580], [6.14709, -0.84692, 3.43986], [5.93082, 0.18094, 4.29320], [5.66137, -1.96120, 3.98343], [7.47744, -0.96900, 3.30190], [4.11837, 0.90704, -0.04692], [3.64698, 0.88638, -1.28596], [2.38846, 1.31169, -1.20736], [1.43160, 1.42003, -2.33228], [0.84306, 0.01665, -2.60545], [-0.27210, -0.33557, -1.58581], [0.01906, -1.70968, -1.00823], [1.24227, -1.54713, -0.28411], [1.72700, -2.76614, 0.24485], [2.08712, 1.60097, 0.04546], [0.82324, 2.01052, 0.49755], [0.63141, 3.27991, 0.50628], [-0.80855, 3.66628, 0.46397], [1.70576, 4.32383, 0.59090], [3.18402, 1.33072, 0.82724], [3.11589, 1.50434, 2.26697], [6.54450, -2.08969, -3.05072], [4.83511, -2.39351, -2.80478], [5.37182, -0.74776, -3.17426], [6.33956, -2.03446, -0.75797], [6.06164, 0.62414, -1.72749], [7.20526, -0.01660, -0.54889], [5.62857, 1.42904, 2.11879], [7.02285, 0.56891, 1.47308], [1.97689, 1.75033, -3.21741], [0.64429, 2.14300, -2.12642], [0.47842, 0.01738, -3.63261], [1.64148, -0.72312, -2.53339], [-1.24333, -0.27954, -2.06105], [-0.20801, 0.38646, -0.77291], [-0.79218, -2.04912, -0.35834], [0.14133, -2.45803, -1.80189], [0.91451, -3.37259, 0.65672], [2.23334, -3.33450, -0.54438], [2.46648, -2.52404, 1.00956], [-1.10597, 3.81154, -0.57767], [-1.01321, 4.60735, 0.97637], [-1.43154, 2.90384, 0.92846], [2.31029, 4.11361, 1.47506], [2.35183, 4.33938, -0.28848], [1.26018, 5.30504, 0.73186], [2.06945, 1.51238, 2.56485], [3.61098, 2.42168, 2.58626], [3.60165, 0.66268, 2.75616], [-5.04049, -2.00059, 0.72435], [-5.94168, -1.92370, -0.49186], [-5.01888, -1.49833, -1.51522], [-3.77868, -1.84737, -1.14535], [-2.81094, -1.77052, -1.84374], [-3.75621, -2.28233, 0.13138], [-5.31011, -2.79028, 1.41877], [-4.98282, -1.05062, 1.25729], [-6.34582, -2.89639, -0.77489], [-6.74624, -1.20840, -0.38293], [2.78799, -0.45245, -6.98188], [3.56768, 0.65477, -7.66866], [2.89456, 1.82965, -7.19994], [2.27850, 1.53700, -6.03967], [1.76941, 2.33789, -5.31943], [2.31379, 0.20716, -5.79948], [3.39211, -1.31352, -6.71152], [1.92744, -0.78172, -7.56498], [4.60807, 0.69668, -7.34314], [3.53049, 0.61193, -8.75291], [-2.47505, 1.71742, 4.10532], [-3.03281, 3.11225, 4.30649], [-4.10615, 3.14466, 3.35836], [-4.49646, 1.86931, 3.11057], [-5.45796, 1.56032, 2.48762], [-3.62293, 0.99111, 3.65954], [-2.07306, 1.29101, 5.01852], [-1.71676, 1.67697, 3.31955], [-3.43138, 3.26208, 5.31006], [-2.30619, 3.89114, 4.08941], [-10.82951, -1.59513, -2.20922], [-11.31159, -2.78484, -1.39844], [-10.23401, -2.97078, -0.47176], [-9.57705, -1.79922, -0.34156], [-8.74007, -1.57962, 0.47640], [-9.99364, -0.91094, -1.26757], [-11.62684, -0.93865, -2.54452], [-10.22032, -1.89234, -3.06397], [-12.22023, -2.56670, -0.83618], [-11.45751, -3.68653, -1.98572], [0.50265, -2.20095, 5.02478], [1.03096, -1.05906, 4.17406], [0.32382, 0.06213, 4.71166], [-0.04891, -0.23347, 5.98504], [-0.51390, 0.55774, 6.73852], [0.17243, -1.53374, 6.24882], [1.23180, -2.98371, 5.21126], [-0.40468, -2.64276, 4.61121], [2.10330, -0.90236, 4.31438], [0.81912, -1.16003, 3.11143]],
  "forces_ev_per_a": [[-0.09, -0.31, 0.15], [0.28, 0.27, -0.15], [0.20, -0.49, 0.03], [0.12, 0.44, -0.15], [0.17, 0.06, -0.06], [0.01, -0.09, 0.19], [-0.01, -0.12, 0.09], [0.04, -0.23, -0.13], [0.17, 0.40, -0.16], [-0.26, 0.01, 0.08], [0.11, -0.35, 0.19], [0.19, 0.00, -0.21], [-0.20, 0.23, -0.12], [0.42, -0.50, -0.39], [-0.42, 0.39, 0.13], [0.93, -0.16, -0.54], [-0.18, 0.44, 0.00], [-0.17, -0.21, 0.40], [0.15, 0.20, -0.41], [-0.02, 0.58, 0.31], [-0.18, -0.30, -0.33], [-0.02, -0.04, 0.20], [-0.21, 0.46, 0.81], [-0.17, 0.02, -0.19], [-0.26, 0.06, 0.21], [0.20, -0.18, 0.26], [0.05, 0.20, -0.05], [-0.05, 0.09, -0.04], [-0.05, -0.05, -0.03], [-0.20, -0.15, 0.05], [-0.11, 0.00, 0.03], [-0.05, 0.14, 0.07], [-0.09, -0.04, 0.00], [-0.02, -0.06, -0.02], [0.00, 0.09, 0.18], [0.00, -0.02, 0.04], [-0.06, -0.08, 0.04], [0.08, 0.10, -0.12], [-0.06, -0.08, 0.14], [-0.34, -0.14, 0.10], [0.14, -0.01, 0.12], [0.03, 0.03, 0.00], [0.06, 0.01, 0.11], [-0.06, -0.14, 0.08], [-0.07, -0.07, 0.06], [0.06, -0.16, -0.03], [0.16, 0.03, -0.03], [0.01, -0.16, -0.30], [0.10, -0.01, -0.09], [0.01, -0.03, 0.02], [0.05, 0.02, -0.15], [0.01, 0.06, -0.06], [-0.13, 0.06, -0.05], [-0.08, -0.04, -0.06], [-0.13, 0.06, 0.07], [0.08, 0.03, 0.07], [-0.04, -0.06, -0.02], [0.06, 0.06, -0.02], [-0.31, -0.20, 0.02], [-0.02, 0.01, 0.04], [0.09, -0.08, -0.05], [0.01, 0.01, -0.02], [0.01, 0.00, -0.01], [0.09, 0.09, -0.11], [0.03, -0.04, -0.12], [0.06, -0.12, -0.02], [0.02, 0.01, -0.01], [-0.05, 0.06, -0.06], [0.06, -0.03, -0.04], [0.01, -0.02, 0.02], [0.00, 0.04, 0.12], [-0.01, 0.02, -0.01], [0.00, 0.00, 0.02], [-0.09, 0.09, 0.00], [0.13, 0.07, 0.13], [0.13, -0.06, 0.02], [0.02, -0.02, 0.02], [0.00, -0.02, -0.05], [0.02, 0.01, -0.03], [-0.01, 0.02, 0.01], [-0.11, -0.12, -0.01], [0.02, 0.03, 0.01], [-0.05, -0.03, -0.01], [-0.13, 0.09, -0.12], [-0.06, -0.08, -0.07], [-0.10, 0.04, -0.07], [-0.01, -0.01, -0.01], [-0.03, 0.02, 0.09], [-0.10, -0.06, 0.00], [0.01, 0.01, -0.04], [0.03, 0.08, 0.10], [0.01, -0.02, 0.01], [0.00, 0.02, 0.00], [0.11, -0.05, 0.04], [0.02, -0.08, -0.14], [0.06, -0.16, -0.08], [0.12, 0.09, -0.14], [-0.05, -0.01, 0.06], [0.00, 0.01, -0.02], [0.02, -0.02, 0.00], [0.02, 0.05, 0.13], [-0.01, 0.03, -0.01], [0.00, -0.01, 0.06], [-0.12, 0.05, 0.02]],
  "homo_lumo_gap_ev": 9.486,
  "total_charge": 1,
  "homo_ev": -11.7224
}

***

{
  "formula": "C30H48N7O5SW",
  "method": "ωB97M-V with the def2-TZVPD basis set",
  "elements": ["W", "C", "C", "C", "C", "C", "C", "C", "S", "O", "O", "N", "C", "C", "O", "O", "H", "H", "H", "H", "H", "H", "H", "H", "H", "C", "N", "C", "C", "N", "C", "H", "H", "H", "H", "H", "H", "C", "N", "C", "C", "N", "N", "C", "C", "H", "H", "H", "H", "H", "H", "H", "H", "H", "H", "H", "H", "H", "C", "N", "C", "C", "C", "C", "C", "C", "C", "C", "H", "H", "H", "H", "H", "H", "H", "H", "H", "H", "H", "H", "H", "C", "C", "C", "O", "H", "H", "H", "H", "H", "H", "H"],
  "positions_angstrom": [[0.97438, 0.30411, -1.00669], [-5.27182, -3.81439, 1.12887], [-4.51331, -2.60726, 0.65456], [-3.26998, -2.72843, 0.04370], [-2.57862, -1.61566, -0.41726], [-3.12938, -0.35765, -0.24579], [-4.38102, -0.21622, 0.34769], [-5.06116, -1.33175, 0.79719], [-2.49609, 1.21822, -0.83341], [-3.27254, 1.49514, -2.01314], [-2.62629, 2.13729, 0.28424], [-0.90230, 1.18530, -1.23970], [-0.72606, 2.14434, -2.36127], [0.79695, 2.10463, -2.52960], [1.49088, 3.07019, -2.21289], [1.22150, 0.98539, -3.02034], [-4.60169, -4.64076, 1.36213], [-5.95837, -4.15200, 0.34942], [-5.86798, -3.57886, 2.00919], [-2.83101, -3.71211, -0.07825], [-1.61937, -1.74305, -0.89396], [-4.80103, 0.77539, 0.45732], [-6.03734, -1.21379, 1.25070], [-1.09456, 3.14074, -2.11454], [-1.23164, 1.79816, -3.26294], [-2.28444, -2.78073, -4.75000], [-1.33040, -2.52504, -3.68753], [-0.46283, -3.43400, -3.13463], [0.26037, -2.75210, -2.20420], [-0.16262, -1.44522, -2.17586], [-1.11098, -1.34484, -3.08578], [-2.83378, -3.69611, -4.54072], [-1.77868, -2.88138, -5.70914], [-2.98744, -1.95352, -4.80610], [-0.42759, -4.46230, -3.45026], [1.05194, -3.09825, -1.56286], [-1.68658, -0.45643, -3.29564], [1.99434, -1.79506, 3.70850], [1.49887, -1.65818, 2.34738], [2.40524, -2.17361, 1.33807], [0.38220, -0.96174, 2.05943], [0.16642, -0.38940, 0.89271], [-0.51389, -0.85967, 3.10477], [-1.46650, 0.23558, 3.14607], [-1.00221, -2.08678, 3.72467], [3.01822, -1.41702, 3.74989], [2.00700, -2.84194, 4.02092], [1.38425, -1.22150, 4.39745], [2.55757, -3.24221, 1.50973], [3.37361, -1.67392, 1.40557], [2.01020, -2.02261, 0.34425], [-0.77987, -0.03540, 0.87648], [-1.04006, 1.12754, 2.69183], [-1.68752, 0.45229, 4.19246], [-2.41002, 0.00590, 2.64323], [-0.31758, -2.90844, 3.52875], [-1.98545, -2.35050, 3.32420], [-1.09072, -1.95297, 4.80434], [0.07251, 5.13618, -0.21689], [0.10748, 4.57392, 1.16015], [-1.11094, 4.96257, 1.91108], [0.29868, 3.07959, 1.18480], [1.75137, 2.65207, 1.11764], [2.64254, 3.29951, 1.97358], [3.97839, 2.94867, 2.02256], [4.40734, 1.88821, 1.24037], [3.50495, 1.20550, 0.44448], [2.14616, 1.56415, 0.31239], [0.30523, 6.19854, -0.18030], [-0.93026, 5.00115, -0.61781], [0.78076, 4.61222, -0.85769], [0.92786, 4.96510, 1.62064], [-1.96002, 4.44302, 1.46950], [-1.25951, 6.03791, 1.84280], [-1.01552, 4.67586, 2.95617], [-0.28740, 2.65285, 0.37898], [-0.13038, 2.74406, 2.13045], [2.29857, 4.08023, 2.65070], [4.66446, 3.47360, 2.67367], [5.44746, 1.58783, 1.25654], [3.86589, 0.35370, -0.11224], [3.96930, -2.37414, -2.49063], [3.25270, -1.03047, -2.57635], [4.27159, 0.10766, -2.69154], [2.40408, -0.90587, -1.43451], [4.76960, -2.42125, -3.22794], [3.28591, -3.20693, -2.66493], [4.40118, -2.48561, -1.49347], [2.61321, -1.01794, -3.46544], [5.09736, -0.04449, -1.99312], [3.79567, 1.06184, -2.48167], [4.67055, 0.13337, -3.70518]],
  "forces_ev_per_a": [[0.02, -2.03, 0.38], [0.00, 0.03, -0.09], [-0.02, 0.00, 0.04], [-0.10, -0.01, 0.10], [0.13, 0.00, 0.11], [0.21, 0.24, 0.02], [-0.01, 0.11, 0.14], [0.06, 0.01, -0.11], [-0.09, -0.31, 0.34], [0.07, 0.14, -0.07], [-0.03, -0.07, -0.05], [-0.52, -0.07, -0.25], [0.26, -0.02, -0.05], [-0.13, 2.19, -0.97], [-0.19, -0.05, -0.25], [0.16, -0.58, 0.82], [-0.02, 0.00, 0.02], [-0.01, -0.03, 0.02], [0.01, -0.04, 0.02], [0.02, 0.01, 0.00], [-0.30, 0.02, 0.40], [-0.07, -0.05, 0.04], [0.01, 0.00, 0.04], [0.15, 0.01, 0.01], [0.06, 0.07, -0.04], [-0.12, -0.05, -0.15], [0.01, 0.12, 0.10], [0.09, -0.08, 0.10], [-0.09, -0.02, -0.06], [0.67, 0.13, -0.39], [0.10, 0.08, -0.12], [0.00, 0.02, 0.04], [0.04, 0.01, 0.03], [0.01, 0.01, 0.03], [-0.03, 0.02, -0.02], [0.00, -0.02, -0.04], [0.04, -0.01, -0.07], [0.05, -0.03, 0.06], [0.04, 0.04, -0.09], [-0.07, -0.09, 0.08], [0.29, 0.05, 0.18], [-0.07, -0.14, 0.04], [-0.11, 0.12, -0.33], [0.02, -0.02, 0.03], [0.09, 0.00, 0.10], [-0.01, -0.01, -0.03], [-0.01, 0.00, 0.00], [0.02, -0.01, 0.00], [0.01, 0.00, 0.01], [-0.02, 0.05, -0.05], [0.00, -0.04, -0.02], [-0.25, -0.19, 0.10], [-0.04, -0.10, 0.05], [-0.02, 0.02, -0.02], [-0.05, -0.06, -0.11], [-0.06, 0.03, 0.02], [-0.03, 0.01, -0.04], [0.00, -0.02, -0.01], [0.06, 0.05, -0.43], [0.02, -0.06, 0.01], [-0.27, 0.11, 0.17], [0.31, -0.35, 0.06], [-0.32, 0.02, -0.07], [0.02, -0.03, -0.03], [0.05, -0.01, 0.01], [-0.01, 0.07, 0.11], [-0.16, -0.11, -0.14], [0.38, 0.35, 0.07], [-0.03, -0.02, 0.09], [-0.02, -0.06, 0.08], [0.10, -0.07, 0.07], [0.00, 0.06, 0.05], [0.05, -0.04, -0.04], [0.07, 0.00, -0.06], [0.10, -0.04, -0.03], [-0.11, 0.11, 0.00], [-0.04, 0.13, -0.05], [-0.01, 0.01, -0.01], [-0.01, 0.01, 0.00], [-0.01, -0.04, 0.01], [0.05, 0.05, -0.02], [-0.24, 0.07, 0.10], [0.38, -0.10, -0.41], [-0.36, -0.18, 0.21], [-0.36, 0.51, 0.30], [0.01, -0.04, -0.02], [0.02, 0.00, 0.01], [0.09, -0.01, -0.04], [-0.02, 0.06, 0.08], [0.03, 0.03, -0.02], [0.00, 0.12, -0.07], [0.04, -0.02, 0.01]],
  "e_above_lowest_kcal_mol": 0.5,
  "homo_lumo_gap_ev": [7.464, 9.001],
  "spin_multiplicity": 3,
  "total_charge": 1,
  "homo_ev": [-9.6633, -11.2348]
}